# 1
A 2-piece molecular cluster, C3H6NO2 overall. Source: OMol25; level of theory: ωB97M-V/def2-TZVPD.

Cartesian coordinates (Å):
C (-2.845, -0.947, 0.473)
C (0.813, 1.779, -0.481)
C (0.929, -0.690, 0.019)
N (-1.779, -1.258, 0.579)
O (1.844, -1.599, 0.227)
O (1.513, 0.502, -0.150)
H (-3.853, -0.565, 0.587)
H (1.704, 2.328, -0.558)
H (0.309, 2.289, 0.344)
H (0.344, 1.641, -1.438)
H (-0.631, -0.937, 0.250)
H (1.653, -2.544, 0.149)

Computed properties:
energy	-322.75930	hartree
total charge	+1
strongest force on any atom	0.0765	hartree/bohr


# 2
An isolated molecule of C22H25NO6S. Source: OMol25; level of theory: ωB97M-V/def2-TZVPD.

Cartesian coordinates (Å):
C (3.386, -7.468, 0.854)
O (2.247, -6.663, 0.592)
C (2.025, -5.667, 1.464)
O (2.736, -5.453, 2.415)
C (0.817, -4.874, 1.128)
C (0.053, -5.135, -0.006)
C (-1.062, -4.365, -0.279)
C (-1.433, -3.336, 0.577)
C (-2.643, -2.488, 0.287)
O (-2.365, -1.095, 0.461)
C (-1.582, -0.532, -0.452)
O (-1.131, -1.094, -1.415)
C (-1.300, 0.928, -0.111)
C (-0.259, 0.979, 1.016)
C (-0.041, 2.395, 1.534)
S (-1.484, 2.999, 2.486)
C (-2.109, 4.314, 1.401)
N (-0.817, 1.606, -1.287)
C (-1.509, 2.558, -1.938)
O (-2.565, 3.019, -1.557)
C (-0.804, 3.046, -3.207)
O (0.599, 2.968, -3.116)
C (1.233, 3.762, -2.196)
C (2.612, 3.583, -2.095)
C (3.346, 4.327, -1.194)
C (2.718, 5.259, -0.383)
C (1.352, 5.440, -0.485)
C (0.602, 4.696, -1.383)
C (-0.668, -3.077, 1.710)
C (0.451, -3.837, 1.982)
H (3.302, -7.936, 1.837)
H (4.294, -6.861, 0.832)
H (3.411, -8.223, 0.072)
H (0.341, -5.934, -0.670)
H (-1.646, -4.560, -1.166)
H (-3.448, -2.700, 0.996)
H (-2.993, -2.661, -0.735)
H (-2.228, 1.411, 0.211)
H (0.688, 0.580, 0.642)
H (-0.601, 0.348, 1.838)
H (0.810, 2.411, 2.216)
H (0.141, 3.096, 0.721)
H (-2.965, 4.744, 1.911)
H (-2.419, 3.904, 0.444)
H (-1.337, 5.067, 1.275)
H (-0.012, 1.198, -1.743)
H (-1.080, 2.384, -4.033)
H (-1.148, 4.060, -3.445)
H (3.083, 2.855, -2.737)
H (4.413, 4.178, -1.125)
H (3.292, 5.841, 0.322)
H (0.855, 6.168, 0.139)
H (-0.464, 4.856, -1.438)
H (-0.958, -2.276, 2.374)
H (1.056, -3.646, 2.856)

Computed properties:
energy	-1757.76535	hartree
strongest force on any atom	0.0120	hartree/bohr
SMILES	COC(=O)c1ccc(COC(=O)[C@@H](CCSC)NC(=O)COc2ccccc2)cc1


# 3
A 2-piece molecular cluster, C7H8N4S overall. Source: OMol25; level of theory: ωB97M-V/def2-TZVPD.

Cartesian coordinates (Å):
N (-2.381, 1.606, 1.755)
N (-1.566, 1.413, 0.707)
N (-0.790, 0.393, 0.734)
C (-0.039, 0.071, -0.458)
C (-0.035, 0.811, -1.640)
C (0.680, 0.341, -2.701)
C (1.562, -0.739, -2.582)
C (1.656, -1.421, -1.361)
C (0.703, -1.086, -0.378)
H (-2.715, 2.524, 1.614)
H (-2.360, 1.115, 2.592)
H (-0.714, 1.665, -1.857)
H (0.655, 0.831, -3.582)
H (2.282, -0.951, -3.421)
H (2.289, -2.312, -1.208)
H (0.797, -1.657, 0.564)
N (-0.249, -1.377, 2.978)
C (0.165, -0.266, 2.665)
S (1.126, 0.947, 2.727)
H (-1.066, -1.909, 2.852)

Computed properties:
energy	-888.64234	hartree
strongest force on any atom	0.0731	hartree/bohr
SMILES	N/N=N/c1ccccc1.N=C=S


# 4
F30InP5 as an isolated structure. Source: OMol25; level of theory: ωB97M-V/def2-TZVPD.

Cartesian coordinates (Å):
In (0.546, -0.263, -0.030)
P (2.037, 3.026, 0.338)
F (3.152, 3.801, -0.536)
F (2.855, 1.651, 0.340)
F (2.904, 3.519, 1.595)
F (0.902, 2.401, 1.243)
F (1.194, 4.387, 0.518)
F (1.154, 2.630, -0.943)
P (0.859, 0.239, -3.753)
F (0.352, -0.998, -2.817)
F (0.159, 1.079, -2.614)
F (2.269, 0.406, -2.835)
F (1.242, 1.514, -4.653)
F (1.762, -0.647, -4.722)
F (-0.415, -0.009, -4.672)
P (-1.601, -3.450, -0.642)
F (-3.080, -3.356, 0.113)
F (-1.302, -4.926, -0.026)
F (-2.248, -4.070, -1.964)
F (-0.071, -3.572, -1.237)
F (-1.760, -2.010, -1.242)
F (-0.878, -2.701, 0.706)
P (1.414, -0.950, 3.567)
F (2.351, -2.198, 3.896)
F (2.246, 0.087, 4.553)
F (2.289, -0.461, 2.304)
F (0.539, 0.331, 3.068)
F (0.588, -1.798, 2.505)
F (0.348, -1.240, 4.700)
P (-2.853, 1.090, 0.468)
F (-1.533, 1.982, 0.356)
F (-3.755, 2.158, -0.383)
F (-2.301, 0.475, -0.931)
F (-4.166, 0.087, 0.517)
F (-1.984, -0.045, 1.339)
F (-3.218, 1.831, 1.875)

Computed properties:
energy	-4893.86755	hartree
total charge	-2
strongest force on any atom	0.0954	hartree/bohr


# 5
C3H15BrO6Zn as an isolated structure. Source: OMol25; level of theory: ωB97M-V/def2-TZVPD.

Cartesian coordinates (Å):
Zn (-0.117, -0.656, 0.911)
Br (1.247, -1.806, 2.813)
C (-3.231, -0.941, 2.352)
O (-2.097, -1.253, 1.558)
H (-3.053, 0.007, 2.859)
H (-4.148, -0.892, 1.765)
H (-3.361, -1.647, 3.172)
O (-1.123, 0.332, -0.667)
H (-1.913, 0.855, -0.802)
H (-0.596, 0.487, -1.451)
O (-0.083, 1.024, 1.991)
H (0.635, 1.314, 2.554)
H (-0.766, 1.683, 2.115)
O (0.075, -2.218, -0.436)
H (0.092, -3.102, -0.068)
H (0.101, -2.353, -1.384)
C (1.972, 1.176, -0.870)
C (1.926, 1.052, -2.426)
O (0.573, 0.804, -2.842)
O (1.669, -0.024, -0.166)
H (1.406, 2.071, -0.613)
H (3.002, 1.385, -0.584)
H (2.553, 0.247, -2.811)
H (2.112, 2.043, -2.838)
H (0.703, 0.994, -3.774)
H (2.423, -0.585, -0.359)

Computed properties:
energy	-4928.05820	hartree
strongest force on any atom	0.0628	hartree/bohr


# 6
An isolated molecule of C22H25N3O6S. Source: OMol25; level of theory: ωB97M-V/def2-TZVPD.

Cartesian coordinates (Å):
C (1.026, -0.756, -1.513)
O (-0.132, -1.506, -1.232)
C (-0.054, -2.873, -1.263)
C (1.103, -3.593, -1.526)
C (1.087, -4.978, -1.488)
C (-0.075, -5.661, -1.188)
C (-1.240, -4.954, -0.942)
C (-1.242, -3.570, -0.988)
N (-2.428, -2.852, -0.717)
C (-3.010, -1.930, -1.673)
C (-3.988, -1.094, -0.831)
C (-3.319, 0.199, -0.364)
O (-3.738, 1.288, -0.683)
N (-2.218, -0.019, 0.410)
C (-1.322, 0.905, 0.935)
C (-0.251, 0.407, 1.684)
C (0.691, 1.269, 2.209)
C (0.570, 2.629, 1.983)
S (1.843, 3.740, 2.582)
O (2.467, 3.144, 3.725)
O (1.281, 5.053, 2.680)
N (3.014, 3.819, 1.400)
C (3.936, 2.719, 1.254)
C (3.484, 1.767, 0.142)
O (3.261, 2.460, -1.069)
C (2.286, 3.472, -0.918)
C (2.696, 4.483, 0.159)
C (-0.498, 3.136, 1.269)
C (-1.450, 2.281, 0.743)
C (-4.339, -2.035, 0.327)
C (-3.161, -2.998, 0.419)
O (-2.899, -3.733, 1.340)
H (0.726, 0.288, -1.437)
H (1.396, -0.951, -2.524)
H (1.820, -0.958, -0.789)
H (2.026, -3.082, -1.748)
H (1.999, -5.519, -1.690)
H (-0.081, -6.739, -1.148)
H (-2.157, -5.468, -0.700)
H (-2.238, -1.321, -2.145)
H (-3.542, -2.489, -2.453)
H (-4.865, -0.800, -1.409)
H (-1.957, -0.982, 0.576)
H (-0.167, -0.657, 1.851)
H (1.514, 0.909, 2.806)
H (3.991, 2.213, 2.216)
H (4.920, 3.131, 1.003)
H (4.261, 1.031, -0.075)
H (2.562, 1.249, 0.446)
H (2.208, 3.957, -1.892)
H (1.317, 3.018, -0.659)
H (1.897, 5.194, 0.365)
H (3.587, 5.027, -0.175)
H (-0.578, 4.204, 1.142)
H (-2.288, 2.666, 0.187)
H (-4.495, -1.523, 1.276)
H (-5.238, -2.614, 0.109)

Computed properties:
energy	-1867.25338	hartree
strongest force on any atom	0.0206	hartree/bohr
SMILES	COc1ccccc1N1C[C@H](C(=O)Nc2ccc(S(=O)(=O)N3CCOCC3)cc2)CC1=O


# 7
C38H53N8P2ReS as an isolated structure. Source: OMol25; level of theory: ωB97M-V/def2-TZVPD.

Cartesian coordinates (Å):
Re (0.258, -0.928, -0.020)
C (-0.216, -4.153, 1.584)
C (-1.648, -3.595, 1.505)
C (-2.474, -4.550, 0.629)
P (-1.758, -1.830, 0.916)
C (-3.456, -1.656, 0.244)
C (-4.543, -1.944, 1.287)
C (-3.662, -0.288, -0.424)
C (-2.173, 0.467, 2.309)
C (-3.291, 0.938, 2.991)
C (-3.669, 2.268, 2.962)
C (-4.859, 2.762, 3.744)
C (-2.893, 3.127, 2.186)
C (-1.777, 2.675, 1.507)
C (-1.361, 1.334, 1.561)
N (-0.230, 0.905, 0.846)
C (0.746, 1.862, 0.492)
C (1.338, 2.696, 1.435)
C (2.308, 3.609, 1.048)
C (2.705, 3.719, -0.280)
C (3.721, 4.743, -0.717)
C (2.117, 2.866, -1.213)
C (1.162, 1.923, -0.849)
P (0.234, 0.731, -1.901)
C (-1.280, 1.719, -2.316)
C (-2.365, 0.955, -3.096)
C (-0.977, 3.054, -3.000)
C (1.135, 0.299, -3.460)
C (1.964, 1.359, -4.191)
C (0.163, -0.385, -4.426)
H (-0.193, -4.983, 2.293)
H (0.093, -4.530, 0.611)
H (0.534, -3.424, 1.885)
H (-2.077, -3.572, 2.510)
H (-2.111, -4.535, -0.402)
H (-2.339, -5.566, 1.005)
H (-3.540, -4.339, 0.629)
H (-3.476, -2.424, -0.534)
H (-4.709, -1.065, 1.907)
H (-5.483, -2.175, 0.780)
H (-4.309, -2.770, 1.956)
H (-4.025, 0.446, 0.297)
H (-2.732, 0.089, -0.845)
H (-4.394, -0.365, -1.230)
H (-3.881, 0.230, 3.560)
H (-5.579, 1.963, 3.921)
H (-4.547, 3.145, 4.718)
H (-5.364, 3.574, 3.220)
H (-3.170, 4.173, 2.104)
H (-1.200, 3.372, 0.910)
H (1.025, 2.630, 2.471)
H (2.758, 4.256, 1.793)
H (4.175, 5.239, 0.140)
H (4.517, 4.288, -1.308)
H (3.254, 5.511, -1.337)
H (2.416, 2.966, -2.243)
H (-1.660, 1.934, -1.312)
H (-2.317, -0.125, -2.959)
H (-3.353, 1.286, -2.774)
H (-2.287, 1.159, -4.163)
H (-0.682, 2.903, -4.038)
H (-1.887, 3.660, -3.008)
H (-0.203, 3.626, -2.490)
H (1.836, -0.459, -3.125)
H (1.402, 2.264, -4.422)
H (2.860, 1.623, -3.638)
H (2.296, 0.929, -5.140)
H (-0.481, 0.339, -4.926)
H (0.739, -0.899, -5.199)
H (-0.461, -1.128, -3.929)
C (4.421, -1.513, -4.202)
C (4.122, -2.852, -3.543)
N (2.730, -2.986, -3.116)
C (2.221, -2.384, -2.029)
S (0.550, -2.728, -1.617)
N (2.982, -1.561, -1.352)
N (2.333, -1.076, -0.246)
C (3.050, -0.673, 0.761)
C (4.533, -0.509, 0.717)
C (2.310, -0.545, 2.019)
C (2.956, 0.012, 3.148)
C (2.266, 0.117, 4.365)
C (1.065, -0.487, 4.487)
C (0.494, -1.293, 3.353)
N (1.075, -1.034, 2.036)
H (5.456, -1.491, -4.550)
H (4.281, -0.696, -3.493)
H (3.768, -1.350, -5.063)
H (4.767, -2.998, -2.675)
H (4.312, -3.664, -4.241)
H (2.136, -3.657, -3.572)
H (4.901, -0.800, -0.259)
H (5.018, -1.118, 1.482)
H (4.798, 0.536, 0.900)
H (3.957, 0.405, 3.047)
H (2.700, 0.663, 5.193)
H (0.499, -0.481, 5.407)
H (0.746, -2.343, 3.579)
N (-3.910, -1.874, 5.091)
C (-2.795, -1.717, 4.840)
N (-1.478, -1.589, 4.617)
C (-1.036, -1.280, 3.469)
N (-1.888, -0.957, 2.399)

Computed properties:
energy	-3076.84204	hartree
total charge	+1
strongest force on any atom	0.0096	hartree/bohr
2S+1	4
expectation value of S²	3.828


# 8
A 2-piece molecular cluster, C5H8NO overall. Source: OMol25; level of theory: ωB97M-V/def2-TZVPD.

Cartesian coordinates (Å):
C (0.339, 3.092, -0.674)
C (-0.099, -1.732, 0.639)
C (0.254, -0.572, -0.117)
C (1.048, 3.053, 0.521)
C (-0.723, -2.996, -0.052)
N (0.286, 0.381, -0.730)
O (1.540, 2.688, 1.456)
H (0.628, 3.881, -1.436)
H (-0.645, 3.336, -0.495)
H (0.709, -2.145, 1.350)
H (-0.988, -1.335, 1.194)
H (0.215, 2.021, -1.123)
H (-0.588, -3.737, 0.647)
H (-1.827, -2.740, -0.247)
H (-0.148, -3.194, -0.934)

Computed properties:
energy	-324.97110	hartree
total charge	+1
strongest force on any atom	0.0773	hartree/bohr


# 9
C34H53BN11O2RbS4 as an isolated structure. Source: OMol25; level of theory: ωB97M-V/def2-TZVPD.

Cartesian coordinates (Å):
Rb (-1.892, -0.182, -1.000)
C (1.293, -5.454, -0.508)
C (1.325, -5.301, 1.008)
C (2.631, -5.902, 1.533)
C (0.117, -6.049, 1.581)
N (1.248, -3.894, 1.494)
C (1.151, -3.664, 2.863)
C (0.998, -2.344, 3.044)
N (1.010, -1.743, 1.807)
B (0.724, -0.260, 1.514)
N (2.082, 0.491, 1.389)
C (3.089, 0.390, 2.324)
C (4.163, 1.053, 1.862)
N (3.827, 1.568, 0.619)
C (2.542, 1.198, 0.330)
S (1.664, 1.505, -1.104)
C (4.766, 2.328, -0.253)
C (4.177, 3.704, -0.573)
C (6.081, 2.537, 0.496)
C (5.050, 1.521, -1.520)
N (-0.105, 0.358, 2.687)
C (0.234, 1.443, 3.463)
C (-0.831, 1.769, 4.215)
N (-1.863, 0.898, 3.889)
C (-1.398, 0.004, 2.951)
S (-2.158, -1.357, 2.272)
C (-3.192, 1.042, 4.559)
C (-4.364, 0.472, 3.766)
C (-3.462, 2.539, 4.746)
C (-3.097, 0.348, 5.917)
C (1.175, -2.686, 0.841)
S (1.335, -2.303, -0.800)
H (1.315, -6.527, -0.717)
H (2.144, -4.980, -0.987)
H (0.392, -5.027, -0.941)
H (2.718, -6.937, 1.201)
H (2.675, -5.891, 2.623)
H (3.482, -5.340, 1.147)
H (0.111, -7.071, 1.202)
H (-0.806, -5.557, 1.272)
H (0.133, -6.093, 2.670)
H (1.183, -4.457, 3.584)
H (0.840, -1.787, 3.951)
H (0.109, -0.118, 0.523)
H (2.964, -0.169, 3.234)
H (5.126, 1.195, 2.312)
H (3.905, 4.225, 0.347)
H (3.296, 3.615, -1.200)
H (4.927, 4.299, -1.097)
H (5.942, 3.114, 1.412)
H (6.750, 3.098, -0.155)
H (6.569, 1.592, 0.735)
H (4.133, 1.307, -2.062)
H (5.533, 0.577, -1.265)
H (5.719, 2.091, -2.167)
H (1.207, 1.899, 3.421)
H (-0.931, 2.534, 4.960)
H (-4.388, 0.863, 2.750)
H (-5.278, 0.779, 4.279)
H (-4.335, -0.608, 3.707)
H (-3.413, 3.059, 3.788)
H (-2.769, 3.014, 5.440)
H (-4.465, 2.665, 5.151)
H (-2.914, -0.718, 5.779)
H (-4.031, 0.472, 6.467)
H (-2.287, 0.766, 6.517)
N (-2.380, 0.898, -3.916)
C (-1.655, 2.056, -3.362)
C (-1.297, 3.101, -4.445)
C (-1.069, 4.557, -4.026)
C (0.093, 4.843, -3.081)
N (0.098, 4.151, -1.798)
C (-0.687, 4.366, -0.761)
N (-1.725, 5.221, -0.838)
N (-0.358, 3.805, 0.419)
C (-2.534, 2.630, -2.224)
O (-3.429, 3.433, -2.554)
O (-2.257, 2.250, -1.056)
H (-1.893, 0.543, -4.733)
H (-3.288, 1.221, -4.238)
H (-0.733, 1.668, -2.916)
H (-2.119, 3.110, -5.167)
H (-0.413, 2.740, -4.985)
H (-2.004, 4.950, -3.633)
H (-0.848, 5.138, -4.927)
H (0.148, 5.918, -2.894)
H (1.027, 4.547, -3.560)
H (0.772, 3.391, -1.664)
H (-2.302, 5.107, -1.672)
H (-2.303, 5.235, -0.011)
H (0.316, 3.043, 0.328)
H (-1.148, 3.551, 0.995)
S (-3.891, -5.065, -2.375)
C (-3.345, -3.656, -1.521)
N (-2.521, -2.889, -2.140)
C (-2.240, -3.398, -3.398)
C (-1.351, -2.829, -4.311)
C (-1.164, -3.451, -5.526)
C (-1.847, -4.634, -5.844)
C (-2.718, -5.216, -4.947)
C (-2.905, -4.587, -3.717)
H (-3.693, -3.466, -0.514)
H (-0.816, -1.928, -4.041)
H (-0.474, -3.029, -6.244)
H (-1.682, -5.103, -6.805)
H (-3.236, -6.134, -5.189)

Computed properties:
energy	-3722.14598	hartree
strongest force on any atom	0.0304	hartree/bohr


# 10
An isolated molecule of C14H13ClO2S. Source: OMol25; level of theory: ωB97M-V/def2-TZVPD.

Cartesian coordinates (Å):
O (1.788, 0.361, -0.358)
S (0.547, -0.355, -0.524)
O (0.359, -1.685, 0.014)
C (0.278, -0.530, -2.313)
C (-0.365, -1.661, -2.818)
C (-0.556, -1.790, -4.198)
C (-0.085, -0.798, -5.066)
C (0.558, 0.334, -4.551)
C (0.750, 0.463, -3.173)
C (-0.830, 0.693, 0.153)
Cl (-0.871, 2.205, -0.745)
C (-0.811, 0.806, 1.638)
C (0.347, 1.636, 2.106)
C (0.939, 1.695, 3.328)
C (0.850, 0.834, 4.443)
C (0.186, -0.359, 4.511)
C (-0.555, -0.985, 3.480)
C (-0.882, -0.569, 2.236)
H (-0.716, -2.433, -2.137)
H (-1.078, -2.661, -4.593)
H (-0.243, -0.893, -6.140)
H (0.907, 1.122, -5.217)
H (1.259, 1.332, -2.770)
H (-1.688, 0.099, -0.186)
H (-1.750, 1.318, 1.930)
H (0.666, 2.363, 1.356)
H (1.626, 2.536, 3.476)
H (1.424, 1.128, 5.325)
H (0.271, -0.927, 5.443)
H (-0.911, -1.994, 3.745)
H (-1.416, -1.285, 1.602)

Computed properties:
energy	-1550.05461	hartree
strongest force on any atom	0.0458	hartree/bohr
SMILES	O=S(=O)(c1ccccc1)[C@H](Cl)C1C=CC=CC=C1